No. 1
Molecular formula: C37H43O2SiTb
Method: DFT, ωB97M-V/def2-TZVPD

Structure (XYZ):
```
84
Properties=species:S:1:pos:R:3:forces:R:3:mulliken_charge:R:1
O -0.672 2.412 -3.429 0.1106 2.0310 -1.8241 0.186
C 0.207 3.034 -4.475 1.6475 -0.7150 1.6873 -0.297
C -0.574 4.338 -4.712 -1.4070 -0.7573 -1.3286 -0.513
H 0.478 2.155 -5.073 -0.8438 1.1386 -1.5228 0.023
H 1.221 3.243 -4.160 0.1490 0.2210 0.9999 0.298
C -1.742 3.404 -3.846 0.6100 0.5799 0.3484 0.844
H -0.634 4.665 -5.956 -0.3653 -0.9477 3.9092 0.259
H -0.257 5.266 -4.034 -0.4457 -2.2814 -1.6752 0.295
C -2.842 2.724 -4.740 0.5355 -0.2314 -0.4014 -1.014
H -2.378 1.940 -5.469 -0.5912 1.7832 1.3109 0.025
H -3.166 3.609 -5.366 -0.4809 -1.3210 0.6165 0.433
H -3.677 2.129 -4.189 1.3599 1.5501 -0.7866 0.255
C -2.123 4.216 -2.569 -0.4485 -0.1591 0.0265 -1.272
H -1.194 4.530 -2.065 -0.1745 0.0113 -0.5315 0.333
H -2.654 3.671 -1.726 0.1423 0.3710 -1.4869 0.165
H -2.668 5.142 -2.888 0.2237 -0.8434 0.4452 0.411
Tb -0.089 0.130 -1.924 1.4014 2.6924 3.3428 0.381
C 0.998 1.410 0.381 1.3914 0.4531 -0.9948 -0.650
C 2.086 0.565 -0.004 -0.6125 0.8044 -0.0845 -0.470
C 2.541 0.983 -1.295 -0.2960 0.8179 -0.4634 -1.825
H 2.615 -0.094 0.685 -0.4064 -0.0340 -0.4643 0.781
C 1.736 2.109 -1.705 0.5264 -0.3522 0.5508 -0.189
C 0.756 2.330 -0.687 1.0113 -0.1458 0.2171 -0.821
H 0.061 3.169 -0.686 0.2621 -0.3654 0.0678 0.605
H 0.583 1.471 1.379 -0.1668 -0.3765 -0.2777 0.826
H 3.469 0.682 -1.803 -0.5523 -0.0089 0.3337 0.518
H 2.010 2.876 -2.444 -0.2733 -0.8735 0.2030 0.757
C -1.457 0.111 0.468 -0.0114 0.1503 0.9486 -0.170
C -1.864 1.213 -0.314 -0.8288 0.3903 -0.1293 -0.953
C -2.432 0.700 -1.516 -1.3948 0.4401 -0.4011 0.235
H -1.808 2.302 -0.051 -0.0670 -1.4867 -0.1736 0.537
C -2.333 -0.723 -1.474 -1.8249 -1.0428 -1.2264 -0.965
C -1.751 -1.085 -0.237 0.2147 -0.5206 0.3176 -0.372
H -1.592 -2.113 0.185 -0.0055 1.1738 -0.6062 0.428
H -1.038 0.148 1.520 -0.2774 -0.3727 -1.4295 -0.021
H -3.026 1.299 -2.262 1.0194 -0.8120 0.7690 0.616
H -2.673 -1.410 -2.325 0.4073 1.0406 1.6351 0.404
O -0.691 -0.842 -3.833 2.0846 -1.5959 -3.5631 -0.220
C -0.762 -0.188 -5.213 1.2732 0.9967 -0.6813 0.688
C 0.052 -0.964 -6.320 0.1362 -0.0461 1.2285 -0.694
H -0.167 0.742 -5.242 -0.6586 -0.4921 1.1326 -0.895
H -1.781 0.162 -5.508 0.5890 -1.2122 0.8019 0.588
C 0.983 -1.903 -5.446 0.5331 -0.5998 0.5627 -0.612
H 0.746 -0.263 -6.876 -1.1295 -0.5761 0.6457 0.254
H -0.652 -1.403 -7.057 0.8070 -0.3923 0.6202 0.321
C 0.678 -1.675 -3.846 -0.5910 -0.2562 -1.9347 -0.169
H 2.078 -1.659 -5.590 -1.2731 -0.1912 0.0172 0.318
H 0.878 -3.003 -5.736 -0.0545 1.4974 0.6761 0.302
H 1.464 -0.961 -3.343 -0.9509 -1.5755 -1.0007 0.326
H 0.613 -2.754 -3.372 -0.3563 2.6350 -0.3763 0.254
C -0.253 2.079 6.596 -0.2990 0.0127 0.3009 -0.447
C 0.809 2.115 5.683 -0.0771 -0.2460 -0.2596 -0.542
C 0.950 1.093 4.732 -0.4105 0.1818 0.6536 -0.470
C 0.043 -0.001 4.696 0.0521 0.2880 1.0346 0.627
C -1.063 0.020 5.577 0.1390 0.7108 0.5038 -0.506
C -1.195 1.035 6.543 0.1165 -0.0476 -0.4952 -0.472
Si 0.355 -1.367 3.510 -0.7152 0.5495 -2.4065 -0.042
C 2.175 -1.776 3.435 0.1760 -0.3211 0.0728 0.337
C 2.731 -2.015 2.155 0.6539 -0.1021 0.6609 -0.750
C 4.104 -2.278 2.028 -0.6234 -0.0416 0.2350 -0.373
C 4.906 -2.369 3.171 -0.1310 0.0331 -0.2291 -0.454
C 4.354 -2.163 4.437 -0.4637 0.1557 -0.1977 -0.547
C 2.995 -1.846 4.577 0.5661 -0.1944 -0.7880 -0.290
C -0.686 -2.904 3.696 0.1748 -0.0415 0.5588 0.569
C -0.076 -4.171 3.842 -0.7659 -0.1156 0.2447 -0.479
C -0.869 -5.304 4.050 0.5240 0.3057 -0.4428 -0.468
C -2.252 -5.198 4.064 -0.6988 -0.6041 0.3565 -0.449
C -2.871 -3.966 3.901 0.1685 0.9226 -0.3780 -0.676
C -2.100 -2.816 3.680 0.3947 -0.6328 0.3569 -0.377
H -0.365 2.874 7.354 0.1050 -0.4654 -0.4603 0.301
H 1.528 2.949 5.717 -0.3659 -0.4663 -0.0453 0.344
H 1.778 1.134 4.018 -0.1835 -0.0859 0.2272 0.323
H -1.824 -0.767 5.511 0.3982 0.2053 0.1780 0.238
H -2.040 1.016 7.254 0.5092 0.0335 -0.4408 0.350
H 2.078 -1.969 1.269 0.3258 -0.0590 0.5865 0.516
H 4.520 -2.412 1.032 0.1173 -0.0820 0.1608 0.356
H 5.961 -2.610 3.054 -0.1571 0.0969 0.1250 0.346
H 4.973 -2.247 5.317 0.1440 -0.0062 0.0785 0.392
H 2.564 -1.668 5.563 0.1300 -0.0442 -0.2303 0.396
H 1.014 -4.255 3.842 -0.3237 0.0347 0.0390 0.298
H -0.396 -6.274 4.181 -0.0752 0.0715 0.0267 0.368
H -2.878 -6.084 4.248 0.3865 0.3946 -0.1283 0.299
H -3.957 -3.862 3.918 0.2004 -0.2143 0.0294 0.350
H -2.565 -1.834 3.537 0.0600 -0.4191 0.0225 0.385
```
Positions in Å, forces in eV/Å.

Results
- gap between HOMO and LUMO (alpha / beta) (eV) = 2.98 / 3.02
- total charge = 0
- HOMO level (alpha / beta) (eV) = -3.65 / -3.68
- <S²> = 12.732
- multiplicity = 7
- total energy (eV) = -73464.770

---

No. 2
Molecular formula: C37H44Cl72N2O2
Method: DFT, ωB97M-V/def2-TZVPD

Structure (XYZ):
```
157
Properties=species:S:1:pos:R:3:forces:R:3:mulliken_charge:R:1
C 5.492 -2.543 -0.383 -0.0372 -0.0750 0.1954 -1.112
C 6.009 -3.972 -0.612 -0.0432 0.0840 -0.4289 -0.587
C 4.904 -5.051 -0.771 0.1141 0.3615 0.1519 0.417
C 4.342 -4.977 -2.192 -0.2442 -0.3264 -0.0873 -0.332
C 3.823 -4.897 0.348 0.2523 -0.4261 -0.3748 0.876
C 4.533 -4.767 1.617 -1.3300 -0.0906 -2.0345 -0.576
N 5.105 -4.726 2.587 1.3722 0.1895 2.4709 -0.567
C 2.824 -6.093 0.526 -0.4023 0.5842 -0.0706 0.858
C 3.560 -7.296 0.895 -0.8530 1.3271 -0.3683 -0.240
N 4.131 -8.232 1.179 0.9527 -1.6067 0.4141 -0.507
C 1.862 -6.406 -0.646 -0.0692 0.0422 0.2707 -1.455
C 1.179 -5.186 -1.276 -0.4168 -0.2394 -0.3580 -0.229
C -0.208 -4.823 -0.696 0.2679 0.1012 -0.0982 -0.889
C -0.190 -3.625 0.253 0.2020 0.2684 0.0602 -0.516
O -0.504 -2.414 -0.489 0.4537 -0.0349 -0.2184 -0.303
C 0.580 -1.634 -0.747 0.5785 -0.1474 -1.4637 -0.083
O 0.900 -1.262 -1.861 -0.7608 -0.4481 1.8661 -0.508
H 4.510 -2.390 -0.845 0.1255 0.0401 -0.0135 0.183
H 5.407 -2.328 0.687 -0.0809 0.0496 -0.1522 0.291
H 6.168 -1.804 -0.819 -0.0483 -0.0947 0.1089 0.382
H 6.727 -4.259 0.160 -0.1480 0.0768 0.0223 0.456
H 6.555 -3.964 -1.560 0.0781 -0.1707 0.1524 0.184
H 5.384 -6.025 -0.616 -0.1066 0.0591 -0.0730 0.251
H 3.790 -5.882 -2.463 0.0274 0.1651 0.0396 0.339
H 5.157 -4.886 -2.916 -0.1802 -0.0168 0.2299 -0.440
H 3.669 -4.127 -2.337 0.1500 0.0204 0.0204 0.202
H 3.267 -3.965 0.202 -0.0277 -0.2046 -0.0704 -0.012
H 2.192 -5.840 1.393 0.2118 -0.0007 -0.1090 0.426
H 1.070 -7.039 -0.229 0.1940 -0.0833 -0.0682 0.656
H 2.366 -7.023 -1.395 0.0401 0.2374 0.0800 0.401
H 1.038 -5.419 -2.337 0.0872 0.0876 0.1099 0.459
H 1.815 -4.301 -1.257 0.0228 -0.0155 -0.0526 -0.099
H -0.844 -4.560 -1.544 -0.2022 -0.0127 0.2545 0.417
H -0.658 -5.683 -0.190 0.0472 0.0408 -0.0657 0.397
H -0.884 -3.722 1.090 -0.1166 0.1241 -0.2451 0.349
H 0.818 -3.501 0.668 -0.0866 -0.0683 0.2044 0.303
H 1.162 -1.384 0.160 -0.0372 -0.0834 -0.1603 0.681
C -0.735 2.613 0.577 0.0485 -0.1008 0.0783 0.698
Cl -0.339 1.098 -0.241 -0.0823 0.3064 -0.1033 -0.049
Cl -1.282 2.298 2.222 0.0037 0.0907 -0.0188 -0.012
Cl 0.642 3.715 0.557 -0.0160 0.0008 -0.0027 -0.135
H -1.547 3.081 0.038 0.0110 0.0067 -0.0101 -0.548
C -3.918 5.142 -0.886 -0.0045 0.0662 0.0254 -0.067
Cl -2.222 5.637 -0.897 0.0110 0.0307 0.0111 -0.099
Cl -4.031 3.377 -0.936 -0.0650 -0.0194 0.0056 -0.082
Cl -4.751 5.794 0.516 -0.1008 -0.0644 -0.1037 -0.064
H -4.385 5.527 -1.784 0.0125 -0.0064 0.0022 0.287
C -2.027 4.151 -4.107 0.0260 -0.1399 0.1006 0.448
Cl -0.636 5.240 -4.138 -0.0090 -0.0162 -0.1098 -0.057
Cl -3.514 5.020 -4.508 -0.0187 0.0433 0.0099 -0.172
Cl -1.804 2.774 -5.169 0.0772 0.1662 -0.0375 0.123
H -2.121 3.785 -3.091 -0.0392 -0.0182 -0.0250 -0.230
C -3.909 7.395 3.892 0.0791 0.0170 -0.0681 -0.216
Cl -2.770 6.167 3.337 0.1480 0.1630 -0.0400 0.031
Cl -5.574 6.811 3.754 0.0154 -0.0171 0.0095 -0.151
Cl -3.551 7.906 5.541 -0.1169 -0.1101 -0.1268 -0.059
H -3.800 8.253 3.242 -0.0628 0.0297 0.0400 0.437
C 0.560 8.566 7.047 -0.0168 -0.1432 -0.0447 -0.011
Cl -0.285 7.700 5.765 0.1901 -0.0876 0.0685 -0.020
Cl 2.257 8.065 7.108 -0.0389 0.1102 -0.0304 -0.141
Cl 0.377 10.303 6.834 -0.1833 -0.0498 0.0635 -0.114
H 0.113 8.296 7.995 -0.0059 -0.0190 -0.0190 0.292
C -3.356 1.563 -9.039 -0.0214 0.0353 -0.0086 -0.114
Cl -3.428 1.806 -10.783 -0.0031 -0.0125 -0.0022 -0.105
Cl -1.713 1.146 -8.538 0.0227 -0.0024 -0.0485 -0.066
Cl -3.921 2.998 -8.184 -0.0116 -0.0042 0.0069 -0.064
H -4.006 0.737 -8.782 0.0110 0.0066 0.0082 0.319
C -0.830 4.757 -9.516 -0.0079 -0.0252 0.0288 0.971
Cl -1.030 4.999 -11.251 0.0052 0.0068 0.0080 -0.139
Cl 0.851 4.430 -9.105 -0.0225 0.1044 -0.0981 -0.075
Cl -1.444 6.141 -8.608 -0.0111 -0.0043 0.0173 -0.135
H -1.415 3.892 -9.229 0.0080 0.0134 -0.0026 -0.630
C -3.181 -0.649 -4.052 0.2436 0.1175 -0.0806 0.722
Cl -3.261 -0.436 -5.809 -0.1195 -0.0434 0.0389 -0.051
Cl -1.527 -0.979 -3.561 -0.0713 -0.0346 0.0822 0.004
Cl -3.807 0.776 -3.216 -0.1687 -0.0375 0.0663 -0.041
H -3.806 -1.489 -3.785 0.0186 -0.0021 -0.0224 -0.585
C -3.087 2.462 5.851 0.0702 0.0376 -0.0602 -0.101
Cl -3.855 1.647 4.486 -0.0584 -0.0724 0.0415 -0.119
Cl -1.335 2.241 5.802 -0.0115 -0.0444 0.0721 -0.121
Cl -3.487 4.174 5.847 -0.0878 -0.0713 0.2635 -0.023
H -3.459 2.016 6.765 0.0106 0.0143 -0.0250 0.346
C 6.568 -5.008 -6.078 -0.0280 0.0018 0.0018 0.059
Cl 7.548 -6.312 -6.748 0.0211 0.0394 0.0098 -0.114
Cl 4.881 -5.495 -5.939 -0.0108 0.0045 -0.0023 -0.122
Cl 7.203 -4.488 -4.511 0.1239 0.0158 -0.1092 -0.189
H 6.621 -4.164 -6.753 0.0206 -0.0063 0.0162 0.316
C 4.097 12.523 6.561 0.0043 -0.0141 0.0012 0.000
Cl 2.879 13.622 7.219 -0.0040 0.0054 -0.0107 -0.131
Cl 5.645 12.746 7.378 -0.0055 -0.0061 -0.0076 -0.129
Cl 3.549 10.854 6.669 0.4035 0.2644 -0.0359 -0.038
H 4.235 12.770 5.517 0.0007 0.0019 0.0101 0.289
C -6.192 -3.665 -3.530 0.0236 -0.0274 0.0150 0.386
Cl -6.866 -4.481 -4.929 0.2057 0.0822 -0.0503 -0.088
Cl -4.468 -4.031 -3.346 -0.0234 0.0036 0.0053 -0.144
Cl -6.456 -1.919 -3.621 -0.0277 -0.0289 0.0013 -0.139
H -6.701 -4.032 -2.648 0.0419 -0.0033 -0.0265 -0.069
C -8.802 -7.066 -2.072 -0.0769 -0.0749 -0.1428 0.228
Cl -8.771 -5.346 -1.668 0.0109 0.0230 0.0085 -0.117
Cl -10.350 -7.504 -2.788 0.0076 0.0039 -0.0018 -0.117
Cl -7.468 -7.511 -3.146 -0.1125 0.0756 0.1502 -0.101
H -8.686 -7.617 -1.147 -0.1053 0.1274 -0.1079 0.127
C -6.548 -9.351 1.528 -0.0793 0.0812 0.0558 -0.040
Cl -7.920 -9.351 2.635 0.0436 -0.0118 -0.0225 -0.127
Cl -7.072 -9.004 -0.123 0.2307 -0.2709 0.0790 -0.088
Cl -5.327 -8.186 2.028 0.0481 0.0032 0.0777 -0.078
H -6.104 -10.338 1.539 -0.0059 0.0076 -0.0202 0.323
C 2.347 4.303 9.171 0.0126 0.0406 0.0521 -0.030
Cl 1.010 5.112 8.352 -0.1291 -0.1938 0.0242 -0.045
Cl 2.859 5.218 10.589 0.0083 0.0387 -0.0046 -0.140
Cl 1.919 2.653 9.623 0.0063 0.0264 -0.1060 -0.097
H 3.179 4.264 8.480 -0.0063 -0.0232 0.0107 0.316
C 2.417 2.734 -5.797 0.0212 0.0008 -0.0013 0.347
Cl 3.566 3.511 -6.891 0.0444 0.0577 0.0333 -0.133
Cl 1.109 1.997 -6.715 0.0777 -0.2103 0.0623 -0.007
Cl 3.230 1.550 -4.773 -0.0270 0.0201 0.0096 -0.099
H 1.991 3.495 -5.155 0.0091 0.0141 -0.0168 -0.133
C -10.893 -3.367 -6.236 0.0157 0.0070 -0.0158 -0.024
Cl -9.656 -2.619 -7.248 0.0045 0.0092 0.0052 -0.114
Cl -12.144 -4.121 -7.225 0.0004 0.0009 0.0071 -0.129
Cl -10.172 -4.530 -5.127 -0.2202 -0.0200 0.0134 -0.017
H -11.358 -2.587 -5.647 0.0019 -0.0063 -0.0077 0.289
C 4.228 6.786 -3.604 -0.0452 -0.0691 0.1322 -0.086
Cl 5.404 5.516 -3.935 0.0551 -0.0239 -0.1087 -0.096
Cl 2.604 6.245 -4.036 0.0014 0.0323 -0.0456 -0.032
Cl 4.292 7.269 -1.912 0.0036 0.0400 0.0105 -0.128
H 4.473 7.647 -4.212 -0.0012 -0.0308 -0.0262 0.322
C 8.430 3.511 -2.445 0.0394 -0.0303 -0.0013 0.521
Cl 8.072 1.955 -1.698 -0.0068 -0.0102 0.0048 -0.097
Cl 9.108 4.634 -1.269 -0.0026 0.0125 0.0021 -0.123
Cl 9.511 3.312 -3.826 -0.0146 0.0078 0.0040 -0.121
H 7.501 3.928 -2.806 -0.0413 0.0187 0.0056 -0.166
C 2.017 -7.011 8.054 0.0074 -0.0201 0.0011 0.141
Cl 0.608 -6.035 8.468 -0.0050 0.0425 0.2250 -0.122
Cl 3.337 -6.721 9.182 0.0048 0.0009 0.0053 -0.126
Cl 1.597 -8.722 7.994 -0.0041 -0.0063 -0.0158 -0.113
H 2.353 -6.715 7.068 -0.0006 0.0069 -0.0055 0.207
C -6.729 10.504 7.189 0.0037 0.0010 -0.0022 0.018
Cl -5.283 11.483 6.930 0.0113 0.0016 0.0094 -0.119
Cl -8.189 11.437 6.857 0.0043 -0.0059 0.0017 -0.129
Cl -6.671 9.041 6.210 -0.1729 0.0633 0.0420 -0.070
H -6.750 10.211 8.230 -0.0037 0.0060 -0.0081 0.291
C 10.703 -4.529 -5.856 -0.0166 -0.0515 0.0278 0.464
Cl 11.359 -5.460 -7.201 0.0169 -0.0021 -0.0118 -0.128
Cl 11.818 -4.508 -4.491 -0.0024 0.0060 -0.0085 -0.129
Cl 10.295 -2.890 -6.363 -0.0331 0.0233 -0.0170 -0.119
H 9.790 -5.012 -5.534 0.0143 -0.0021 0.0109 -0.104
C -1.670 2.545 12.124 0.0115 0.0188 0.0188 0.004
Cl -1.873 2.517 10.374 -0.0255 0.0036 -0.0889 -0.072
Cl -0.083 1.932 12.576 0.0070 -0.0275 0.0744 -0.108
Cl -1.923 4.171 12.758 -0.0042 -0.0023 0.0057 -0.124
H -2.418 1.895 12.561 0.0020 0.0121 -0.0078 0.300
C -1.559 -5.861 4.817 -0.0479 0.0211 0.0606 -0.039
Cl -2.095 -6.764 3.397 0.0105 -0.0261 -0.0480 -0.095
Cl 0.145 -6.152 5.143 0.0581 -0.0187 -0.2937 -0.062
Cl -1.881 -4.139 4.620 0.0074 0.0061 -0.0066 -0.107
H -2.126 -6.215 5.668 -0.0007 0.0096 -0.0053 0.316
```
Positions in Å, forces in eV/Å.

Results
- gap between HOMO and LUMO (eV) = 10.73
- total charge = 0
- HOMO level (eV) = -10.76
- total energy (eV) = -947770.115